# 1
12
Properties=species:S:1:pos:R:3:mulliken_charge:R:1 method="wB97M-V/def2-TZVPD" smiles="O=C1CCN=CO1" relative_energy_kj_mol=231.7 charge=0 max_force_ev_per_a=1.8 e_tot_ev=-9811.913 gap_ev=9.08
O -0.9418 2.4391 0.1333 -0.4978
C -0.3844 1.3837 0.1251 0.4690
C -1.0415 0.0134 0.1344 -0.3781
C -0.1291 -1.1230 -0.3337 -0.4100
N 1.0829 -0.6396 -0.9747 -0.4707
C 1.5872 0.2207 -0.2094 0.0436
O 0.9872 1.3477 0.2683 -0.2645
H -1.3013 -0.1415 1.1865 0.2645
H -1.9549 0.0823 -0.4530 0.2704
H -0.6191 -1.9259 -0.8898 0.3517
H 0.3041 -1.6361 0.5503 0.2250
H 2.4106 -0.0208 0.4627 0.3970

***

# 2
77
Properties=species:S:1:pos:R:3:mulliken_charge:R:1 method="wB97M-V/def2-TZVPD" relative_energy_kj_mol=6.7 charge=+2 max_force_ev_per_a=1.2 e_tot_ev=-148175.609 gap_ev=6.85
Pd 0.8271 -0.3298 -0.5990 0.4635
O 5.0997 -1.3826 -4.9381 -0.4989
C 4.2168 -1.0832 -3.9938 0.7207
C 3.7668 0.2106 -3.7209 -0.6473
C 2.8600 0.3892 -2.7079 -0.9351
N 2.3840 -0.6201 -1.9546 0.4358
C 2.7925 -1.8576 -2.2611 -0.0797
Br 2.0209 -3.2850 -1.2980 -0.0868
C 3.7051 -2.1445 -3.2447 -0.5585
H 5.3946 -0.6020 -5.4258 0.3290
H 4.1133 1.0618 -4.2912 0.3884
H 2.4904 1.3771 -2.4770 0.4067
H 4.0096 -3.1586 -3.4565 0.5464
C 4.7377 0.2117 0.0741 -1.6049
C 3.9063 -0.3220 1.2441 0.1964
C 4.1914 -1.8102 1.4333 -1.4006
P 2.1220 0.1460 1.2137 1.0704
C 1.3918 -0.5673 2.7523 0.7104
C 2.2549 -0.4331 4.0134 -1.4740
C 0.9724 -2.0386 2.5687 -1.5570
C 2.1981 2.0072 1.3058 0.6570
C 1.4622 2.7374 0.1768 -1.3118
C 1.7795 2.6089 2.6514 -1.6741
H 5.7888 0.2014 0.3630 0.5085
H 4.4952 1.2314 -0.2276 0.3571
H 4.6361 -0.4366 -0.7950 0.3249
H 4.2171 0.2111 2.1535 0.7363
H 3.8698 -2.3872 0.5675 0.1197
H 3.7214 -2.2328 2.3175 0.2031
H 5.2681 -1.9469 1.5388 0.4898
H 0.4914 0.0414 2.8958 0.4151
H 3.1485 -1.0522 3.9505 0.3274
H 1.6758 -0.7916 4.8655 0.4694
H 2.5568 0.5864 4.2335 0.2527
H 1.7513 -2.7045 2.9356 0.4288
H 0.7728 -2.3105 1.5310 0.1405
H 0.0753 -2.2439 3.1537 0.4139
H 3.2666 2.1947 1.1792 0.4567
H 0.4062 2.8623 0.4111 0.2307
H 1.5293 2.2355 -0.7870 0.0213
H 1.8865 3.7357 0.0659 0.5710
H 0.7732 2.3094 2.9505 0.3156
H 1.7788 3.6953 2.5560 0.4753
H 2.4675 2.3633 3.4561 0.3962
C -3.3123 -3.5202 -1.2675 -0.8870
C -1.9519 -3.4112 -1.8999 -0.0975
O -1.4553 -2.0516 -2.1399 -0.2655
P -1.7480 -0.5516 -1.8501 0.9909
O -0.5912 0.2627 -2.3015 -0.7412
Te -1.5009 -0.2702 0.6118 -0.0593
O -3.1103 -0.0822 -2.3622 -0.3792
C -4.5612 -0.3202 -2.2983 -0.3787
C -5.1019 -0.3420 -0.8953 -0.3215
H -3.5391 -4.5771 -1.1272 0.4628
H -4.0878 -3.1005 -1.9001 0.1599
H -3.3378 -3.0549 -0.2811 0.1545
H -1.9184 -3.8747 -2.8827 0.3015
H -1.1865 -3.8678 -1.2791 0.2214
H -4.7506 -1.2340 -2.8504 0.3215
H -4.9641 0.5146 -2.8645 0.3666
H -4.6978 -1.1557 -0.2925 0.0652
H -6.1801 -0.4970 -0.9701 0.5257
H -4.9381 0.6049 -0.3844 -0.1665
Cl -7.7887 3.0995 1.2218 -0.1711
C -6.1095 2.7367 1.0761 0.2827
C -5.3936 3.2233 -0.0066 -0.7753
C -4.0459 2.9175 -0.1226 -0.3401
C -3.4106 2.1398 0.8399 0.4490
C -1.9547 1.8462 0.6853 -1.1709
C -4.1426 1.6743 1.9296 -0.0497
C -5.4897 1.9634 2.0512 -0.9361
H -5.8873 3.8364 -0.7475 0.4530
H -3.4893 3.2962 -0.9701 0.3824
H -1.3538 2.1675 1.5365 0.3530
H -1.5484 2.2751 -0.2287 0.6305
H -3.6642 1.0730 2.6959 0.4138
H -6.0622 1.6026 2.8941 0.4551

***

# 3
11
Properties=species:S:1:pos:R:3:mulliken_charge:R:1 method="wB97M-V/def2-TZVPD" smiles="[H]/N=C/OC(C)=O" relative_energy_kj_mol=118.1 charge=0 max_force_ev_per_a=0.8 e_tot_ev=-8776.470 gap_ev=11.53
H 1.8334 1.7074 0.6115 0.2213
N 1.0604 1.0742 0.4595 -0.5839
C 1.4476 -0.1048 0.2346 0.1640
O 0.6461 -1.1707 -0.0468 -0.3660
C -0.7192 -1.0720 -0.3859 0.5818
C -1.3247 0.2440 -0.0498 -0.8688
O -1.2020 -1.9811 -0.9905 -0.4945
H 2.4824 -0.4507 0.2383 0.4095
H -1.0692 0.5638 0.9653 0.3275
H -0.7709 0.8526 -0.7690 0.2865
H -2.3839 0.3372 -0.2672 0.3226

***

# 4
19
Properties=species:S:1:pos:R:3:mulliken_spin:R:1 method="wB97M-V/def2-TZVPD" relative_energy_kj_mol=140.0 charge=-1 max_force_ev_per_a=3.4 e_tot_ev=-37202.715 multiplicity=3 gap_ev="4.99 / 5.19"
C -0.3170 -2.2842 0.0662 -0.0166
C -0.4769 -0.8734 -0.3465 0.4299
C 0.6516 -0.5795 0.6302 -0.0595
C -0.2087 -0.4668 -1.7365 0.0092
C 0.5700 0.3447 1.8498 0.0415
O 3.3328 -0.2686 0.9831 0.0052
O -0.8618 -3.3012 -0.2895 0.0650
O 2.5202 -1.4839 -0.9854 0.0054
O 2.1941 0.9681 -0.7396 -0.0006
O 0.6734 -2.1295 1.0021 0.0342
S -2.2273 -0.3591 0.2549 1.3526
S 2.3912 -0.3045 -0.0921 0.0138
H -0.1795 0.5475 -1.8367 -0.0019
H -0.8760 -0.8212 -2.5502 0.0070
H 0.7370 -0.9845 -1.9285 0.0099
H 0.2900 1.2572 1.3735 -0.0072
H 1.6514 0.3356 2.3687 0.0038
H -0.3483 -0.0517 2.4280 -0.0091
H -2.3949 0.9529 0.2771 0.1174